1.
59
Properties=species:S:1:pos:R:3:forces:R:3:mulliken_spin:R:1 method="wB97M-V/def2-TZVPD" gap_ev="8.1 / 5.1" e_above_lowest_ev=2.315 e_homo_ev="-20.242 / -19.916" charge=+4 multiplicity=5
Pd -0.298948 1.024420 0.166060 -1.2 -0.8 -2.5 0.20
C 1.439638 3.673446 0.668029 0.1 0.0 -0.1 0.03
C 1.080356 3.029568 1.986814 0.0 1.5 0.2 0.14
O 1.629065 3.644736 3.060876 0.0 -0.2 -0.1 0.29
P -0.777273 2.937192 2.369722 -1.2 -0.3 0.4 0.06
O -0.945104 3.035199 3.901433 0.2 0.3 0.1 0.01
O -1.294512 4.276968 1.775364 0.2 0.2 0.2 0.04
O -1.451977 1.759611 1.742165 0.6 0.7 0.4 0.04
P 1.749866 1.162796 2.166443 0.4 -2.4 0.1 0.08
O 1.337579 0.919874 3.666048 0.2 0.0 0.1 0.03
O 3.168993 1.257333 1.814548 0.1 0.7 0.1 0.18
O 0.920465 0.143466 1.360635 1.0 0.4 1.4 0.12
H 1.215306 4.741618 0.713753 -0.1 0.0 0.1 0.01
H 0.887650 3.253350 -0.174556 0.0 0.0 0.0 0.00
H 2.511136 3.566375 0.488781 0.0 -0.1 0.0 0.01
H 2.386406 4.224424 2.845577 0.0 0.0 -0.1 0.00
H -0.800038 2.274335 4.486120 0.0 0.0 -0.1 0.00
H -1.467826 5.042516 2.354855 0.0 -0.1 -0.1 0.00
H 2.053121 0.914097 4.328552 -0.1 0.1 -0.1 0.00
N -2.144166 -0.783782 0.009939 -0.5 -0.1 0.0 0.16
C -3.079270 -1.348074 0.387515 0.4 0.1 -0.3 -0.06
N -4.153151 -1.986531 0.842673 -0.4 -0.3 0.2 0.26
C -5.448221 -1.798463 0.245295 -0.2 0.5 0.2 0.07
C -6.086436 -3.196234 -0.099346 0.0 -0.6 -0.6 0.08
O -6.001497 -4.046749 0.986892 0.0 0.5 0.3 0.29
C -4.738914 -4.287286 1.499209 0.2 -0.7 -0.4 0.07
C -4.057005 -2.934766 1.922281 0.0 0.3 0.4 0.07
H -5.383534 -1.189680 -0.652742 0.0 0.0 0.0 0.00
H -6.129254 -1.322307 0.958232 0.1 -0.1 0.1 0.02
H -5.562360 -3.596889 -0.977738 0.1 0.0 0.1 0.01
H -7.138601 -3.066253 -0.342508 0.0 0.1 0.1 0.00
H -4.088440 -4.785311 0.768662 -0.1 0.2 -0.1 0.01
H -4.848977 -4.926553 2.372355 0.0 0.1 0.1 0.00
H -3.020095 -3.110341 2.195236 0.0 0.0 0.0 0.00
H -4.608320 -2.571864 2.794921 -0.1 0.0 -0.1 0.02
Ge 0.900009 -0.242479 -1.504057 0.5 0.0 -0.6 -0.07
C 1.511488 1.082276 -2.889847 -0.2 -1.0 0.9 0.29
C 0.928190 0.966180 -4.173747 0.1 0.6 -0.6 0.05
C 1.470454 1.689195 -5.210944 -0.5 -0.5 0.1 0.11
C 2.518742 2.593561 -4.952509 0.1 0.3 -0.4 0.25
C 3.080671 2.728625 -3.661453 0.0 -0.2 0.7 0.13
C 2.555603 1.997340 -2.625020 0.3 0.5 -0.5 0.04
C 2.458137 -1.395110 -0.969355 -1.2 0.6 -0.4 0.26
C 2.272295 -2.779175 -1.097273 0.5 -0.4 0.3 0.00
C 3.194580 -3.617093 -0.507491 -0.8 0.0 -0.6 0.21
C 4.347507 -3.070588 0.117994 0.7 -0.1 0.3 0.26
C 4.545910 -1.690151 0.220174 -0.3 0.6 -0.2 0.04
C 3.634876 -0.852669 -0.384548 0.9 -0.4 0.6 0.16
H -0.060029 -1.226738 -2.200004 0.1 0.2 0.1 0.00
H 0.104782 0.291790 -4.369238 0.0 0.0 0.1 0.00
H 1.073137 1.568951 -6.210821 0.1 0.1 0.0 0.01
H 2.881772 3.226603 -5.755605 0.0 0.0 0.0 0.00
H 3.907009 3.405045 -3.485587 0.0 0.0 -0.1 0.01
H 2.986321 2.087431 -1.636437 -0.1 0.0 0.0 0.01
H 1.417954 -3.200495 -1.608747 -0.1 0.1 0.1 0.01
H 3.035472 -4.687839 -0.540695 0.2 0.0 0.1 0.01
H 5.131471 -3.739283 0.459931 -0.1 0.0 0.0 0.00
H 5.410711 -1.273970 0.718343 0.1 -0.1 0.0 0.01
H 3.837278 0.208351 -0.365159 -0.2 0.1 -0.1 0.01

***

2.
61
Properties=species:S:1:pos:R:3:forces:R:3:mulliken_charge:R:1 method="wB97M-V/def2-TZVPD" gap_ev=6.0 e_homo_ev=-20.458 charge=+4
Mo 0.973651 -0.579587 0.335863 -0.4 0.4 0.0 1.19
C 0.439047 -2.922828 3.591851 0.0 0.0 0.0 -0.87
N -0.865914 -2.840276 2.940318 0.0 0.0 0.0 0.01
C -1.984010 -3.721707 3.354215 0.0 0.0 0.0 -0.56
C -3.147262 -3.251632 2.459350 0.0 0.0 0.0 -0.55
N -2.542400 -2.150115 1.672414 0.0 0.0 0.0 0.10
C -3.353230 -1.319702 0.790296 0.0 0.0 0.0 -0.79
C -1.285519 -1.996358 2.025848 0.0 0.0 0.0 -0.02
N -0.489085 -0.962456 1.486391 0.1 0.1 0.0 0.68
C -0.191557 0.217740 2.380692 0.1 -0.2 0.2 -1.21
C 0.086313 1.532906 1.588833 0.1 0.0 0.0 -0.64
N 1.076487 1.328828 0.482457 0.1 0.0 0.1 0.54
C 1.903672 2.404432 0.128616 0.1 0.0 0.0 0.17
N 3.206605 2.298190 -0.049630 0.0 0.0 -0.1 -0.01
C 4.044431 1.112079 0.065162 0.1 0.0 0.0 -0.95
C 3.761949 3.603749 -0.482200 0.0 0.0 0.0 -0.66
C 2.572873 4.554058 -0.290193 0.0 0.0 0.0 -0.55
N 1.440324 3.625150 -0.039709 0.0 0.0 -0.1 0.04
C 0.058242 4.107434 -0.090945 0.0 0.0 0.0 -0.94
H 0.732402 -3.969298 3.653972 0.0 0.0 0.0 0.35
H 0.380907 -2.517782 4.602669 0.0 0.0 0.0 0.35
H 1.189510 -2.385368 3.017566 0.0 0.0 0.0 0.27
H -2.178294 -3.581135 4.416953 0.0 0.0 0.0 0.37
H -1.706973 -4.760652 3.184289 0.0 0.0 0.0 0.36
H -3.993418 -2.865854 3.026235 0.0 0.0 0.0 0.36
H -3.504880 -4.027158 1.783710 0.0 0.0 0.0 0.37
H -4.169957 -0.875985 1.359895 0.0 0.0 0.0 0.32
H -3.780797 -1.936393 0.000302 0.0 0.0 0.0 0.34
H -2.744003 -0.530738 0.356708 0.0 0.0 0.0 0.21
H 0.627586 -0.021526 3.066687 0.0 0.0 0.0 0.39
H -1.083634 0.402568 2.981512 0.0 0.0 -0.1 0.53
H 0.518266 2.221927 2.316792 -0.1 0.1 0.0 0.70
H -0.844079 1.929497 1.188585 0.0 0.0 0.0 0.42
H 4.054713 0.721806 1.080001 0.0 0.0 0.0 0.34
H 5.062114 1.400354 -0.187570 0.0 0.0 0.0 0.43
H 3.745879 0.342451 -0.653424 0.0 0.0 0.0 0.32
H 4.095548 3.532972 -1.517502 0.0 0.0 0.0 0.38
H 4.609567 3.863448 0.148195 0.0 0.0 0.0 0.45
H 2.359578 5.149535 -1.174905 0.0 0.0 0.0 0.41
H 2.690825 5.218764 0.564969 0.0 0.0 0.0 0.35
H 0.055131 5.024021 -0.675607 0.0 0.0 0.0 0.38
H -0.323629 4.343569 0.901841 0.0 0.0 0.0 0.33
H -0.581969 3.388905 -0.600277 0.0 0.0 0.0 0.36
O 3.905011 -3.793818 -2.246585 0.0 0.0 0.0 0.02
C 2.975414 -3.349230 -2.670996 0.0 0.0 0.0 -0.12
O 2.263298 -1.093257 1.224389 0.0 -0.2 -0.2 -0.52
C 1.803449 -2.804458 -3.224599 0.0 0.0 0.0 0.61
C 1.438063 -3.208442 -4.520144 0.0 0.0 0.0 -0.41
C 0.296242 -2.656562 -5.057180 0.1 0.0 0.0 -0.66
C -0.467052 -1.745031 -4.362940 0.0 0.0 0.0 -0.43
C -0.085181 -1.362834 -3.075241 0.0 0.0 0.0 -0.21
C 1.056899 -1.865768 -2.457314 0.1 0.0 -0.1 1.06
O 1.531759 -1.541402 -1.253442 0.0 -0.1 0.3 -0.71
N -0.934784 -0.411801 -2.376642 0.1 0.0 -0.1 0.74
O -0.626443 -0.126296 -1.185875 -0.1 0.0 -0.1 -0.36
O -1.876764 0.058094 -2.911113 0.0 0.0 0.0 -0.44
N -0.126626 -3.061617 -6.435542 -0.1 -0.2 0.1 1.05
O 0.584544 -3.869952 -6.969733 0.0 0.0 0.0 -0.53
O -1.140827 -2.552377 -6.831225 0.0 0.1 0.0 -0.53
H 2.013840 -3.924964 -5.100826 0.0 0.0 0.0 0.69
H -1.359780 -1.336070 -4.829261 0.0 0.0 0.0 0.72

***

3.
56
Properties=species:S:1:pos:R:3:forces:R:3:mulliken_charge:R:1 method="wB97M-V/def2-TZVPD" gap_ev=6.6 e_above_lowest_ev=0.233 e_homo_ev=-2.189 charge=-2
Pb 0.743800 -0.301869 1.762708 0.1 -0.2 -0.2 0.51
S -0.222058 -0.824404 4.252296 -0.1 0.1 0.2 -0.49
C -0.071540 0.745620 5.000865 0.0 -0.1 0.1 0.55
C -0.498232 0.782554 6.375275 0.0 0.0 0.0 -0.18
N -0.847788 0.769126 7.473633 0.0 0.0 0.0 -0.55
C 0.392838 1.892448 4.434750 0.1 0.0 0.0 0.67
S 0.983708 2.124681 2.807006 -0.1 0.1 0.1 -0.46
C 0.436428 3.082179 5.242433 0.0 0.0 0.0 -0.17
N 0.493685 4.049960 5.865892 0.0 0.0 0.0 -0.55
C 2.034978 -0.120105 -1.320758 0.0 0.0 0.0 -0.91
N 2.526399 0.614308 -0.164373 0.0 0.1 0.0 0.88
C 2.351751 2.052336 -0.340437 0.0 0.0 0.0 -1.39
C 3.893565 0.251306 0.201353 -0.1 0.0 0.1 -1.45
C 4.059192 -0.402003 1.569289 0.0 0.0 0.0 1.09
C 5.374114 -0.623819 1.983959 0.0 0.0 0.0 -0.76
C 5.648974 -1.200027 3.213114 -0.1 0.0 0.0 -0.36
C 4.591514 -1.559668 4.040960 0.0 0.0 -0.1 -0.73
C 3.286176 -1.339258 3.619157 0.0 -0.1 0.0 -0.13
C 2.977812 -0.765091 2.380130 0.0 0.1 0.0 -0.34
H 2.628334 0.090298 -2.226098 0.0 0.0 0.0 0.34
H 0.995358 0.148556 -1.516088 0.1 0.0 0.0 -0.10
H 2.077477 -1.193650 -1.121546 0.0 0.0 0.0 0.40
H 2.965474 2.438861 -1.170484 0.0 0.0 0.0 0.35
H 2.634065 2.574054 0.575155 0.0 0.0 0.0 0.48
H 1.303367 2.273289 -0.548944 0.0 0.0 0.0 0.24
H 4.520869 1.149184 0.169198 0.0 0.0 0.0 0.39
H 4.302634 -0.431905 -0.551794 0.0 0.0 -0.1 0.38
H 6.198824 -0.325186 1.338910 0.0 0.0 0.0 0.32
H 6.675012 -1.353432 3.527462 0.0 0.0 0.0 0.34
H 4.780998 -1.998716 5.014775 0.0 0.0 0.0 0.37
H 2.470168 -1.611643 4.284942 0.0 0.0 0.0 0.28
C -1.483466 -1.022390 -4.215427 0.0 0.2 0.1 -1.02
C -2.424547 -0.073909 -4.946189 -0.2 -0.2 0.1 0.56
C -3.609622 -0.827856 -5.535617 0.0 0.0 0.0 -1.27
O -2.951001 1.015267 -4.187379 0.2 0.2 0.0 -0.45
P -3.136746 1.220901 -2.585612 -0.1 -0.3 -0.1 0.58
S -4.380536 2.731703 -2.408087 0.1 0.0 0.0 -0.59
S -1.409666 1.210613 -1.623209 0.0 0.2 -0.1 -0.47
O -3.906300 -0.200721 -2.310723 -0.1 0.1 0.0 -0.37
C -4.229466 -0.778030 -1.034859 0.2 -0.1 0.1 0.43
C -4.387392 0.208086 0.114671 0.0 0.0 -0.1 -1.38
C -3.187507 -1.839368 -0.705939 0.0 0.1 0.1 -1.08
H -1.147680 -1.793331 -4.914743 0.0 0.0 0.0 0.49
H -1.998796 -1.494898 -3.378446 0.1 0.0 -0.1 0.09
H -0.623009 -0.490292 -3.813962 0.0 0.0 0.0 0.16
H -1.870230 0.405836 -5.757001 0.0 0.0 -0.1 0.33
H -4.183403 -1.278492 -4.723518 0.0 0.0 0.0 0.18
H -3.265383 -1.613323 -6.215774 0.0 0.0 0.0 0.42
H -4.262170 -0.143304 -6.079441 0.0 0.0 0.0 0.32
H -5.192465 -1.268849 -1.200995 -0.1 0.0 -0.1 0.16
H -3.433848 0.683884 0.343439 0.0 0.0 0.0 0.26
H -4.726802 -0.335290 1.000511 0.0 0.0 0.0 0.46
H -5.108435 0.984891 -0.132612 0.0 0.0 0.0 0.34
H -2.214473 -1.361741 -0.571432 0.0 0.0 0.0 0.09
H -3.114041 -2.574744 -1.510552 0.0 0.0 0.0 0.26
H -3.460910 -2.352623 0.220154 0.0 0.0 0.0 0.49